Density functional theory data (wB97M-V/def2-TZVPD) for a single C5H9N3 molecule at a distorted geometry.

Structure (XYZ):
```
17
Properties=species:S:1:pos:R:3:mulliken_charge:R:1
C -1.55 -0.88 0.89 -1.28
C -1.02 -0.24 -0.41 0.03
N -1.87 0.94 -0.76 -0.75
C 0.52 -0.07 -0.27 0.34
C 1.52 -0.94 -0.71 -0.53
N 2.74 -0.55 -0.34 -0.77
N 2.49 0.64 0.26 0.24
C 1.21 1.01 0.30 -0.37
H -2.56 -1.01 0.65 0.40
H -1.25 -1.91 1.05 0.35
H -1.30 -0.22 1.73 0.30
H -1.22 -0.85 -1.27 0.47
H -1.78 1.71 -0.08 0.25
H -1.47 1.41 -1.60 0.28
H 1.45 -1.88 -1.26 0.45
H 3.21 1.10 0.80 0.24
H 0.88 1.74 1.00 0.36
```

Output
- ΔE to the lowest compared entry with this formula, charge and spin (kJ/mol) = 119.2
- DFT total energy (eV) = -9800.231